C5H6N4 in the gas phase in a non-equilibrium geometry, computed with ωB97M-V/def2-TZVPD.

Each line ends with the Mulliken charge.
Element x y z (Å)
N 0.2106 1.2760 1.1041  0.48
H 2.2554 1.3359 -1.6827  0.27
H -1.8606 -0.6679 2.2450  0.34
C 1.1773 1.2463 -1.9417  -1.13
C -1.2713 -1.4400 1.7636  -1.11
H 0.7045 2.2317 -1.7733  0.31
N -0.5200 -1.6489 -0.6033  -0.56
C -0.5572 -0.9646 0.5141  0.15
N 0.4095 2.1677 1.8859  -0.70
H -1.8665 -2.3072 1.4493  0.33
N 0.0946 -0.9054 -1.5779  -0.50
C 0.0807 0.3023 0.2543  1.42
H 1.0578 0.9758 -2.9948  0.32
C 0.5602 0.2180 -1.0846  0.09
H -0.4751 -1.8196 2.4420  0.27

Forces on atoms 1 to 6 (eV/Å):
N 1.88 6.04 5.35
H -0.56 0.10 -0.37
H -0.08 0.02 0.03
C 0.74 0.73 0.26
C 1.51 -0.75 -0.71
H 0.25 -0.37 -0.09

Properties
HOMO (eV): -9.4
Total charge: 0
DFT total energy (Eh): -413.054933
Frontier orbital gap (eV): 8.62
Lowest unoccupied orbital energy (hartree): -0.0269



C7H12 in the gas phase in a non-equilibrium geometry, computed with ωB97M-V/def2-TZVPD.

Each line ends with the Mulliken charge.
Element x y z (Å)
C 1.0366 -1.2546 0.4454  -0.67
C 0.7651 -0.2008 -0.6769  0.56
H 2.1069 -1.5550 0.3465  0.37
H -0.6061 1.3297 -1.3425  0.26
C -1.9436 2.0856 1.0693  -1.31
H -0.3726 -2.5472 -0.7554  0.31
H -2.6475 1.8334 1.8954  0.33
C -0.8026 1.0829 0.8113  -0.23
C -0.3126 0.8230 -0.4135  -0.28
H 1.3623 0.5031 -2.7667  0.24
H -0.4140 0.7873 1.7032  0.41
H -1.5323 3.1166 1.1805  0.27
H 1.0804 -0.7524 1.4115  0.35
H 0.4171 -3.2608 0.7026  0.31
C -0.1055 -2.3780 0.3016  -0.95
H -2.5966 2.1633 0.2655  0.36
C 1.6107 -0.0561 -1.8142  -0.89
H -0.9417 -2.0338 0.8759  0.29
H 2.6561 -0.1971 -1.8543  0.26

Forces on atoms 1 to 6 (eV/Å):
C 0.21 1.08 -1.86
C 2.46 1.11 -1.23
H -0.95 -0.60 -0.37
H -0.45 0.01 0.61
C 1.13 0.35 0.87
H 0.17 0.17 0.54

Properties
HOMO (eV): -8.1
Total charge: 0
Structure (SMILES): C=C(/C=C/C)CC
DFT total energy (Eh): -273.818951
Frontier orbital gap (eV): 9.00
Lowest unoccupied orbital energy (hartree): 0.0331



C4H6O2 in the gas phase in a non-equilibrium geometry, computed with ωB97M-V/def2-TZVPD.

Each line ends with the Mulliken charge.
Element x y z (Å)
H 0.4802 0.0157 -1.4740  0.37
C -0.6760 -0.3403 0.3509  0.21
H -2.5467 0.8081 0.8036  0.24
O 2.1878 -0.1266 1.3742  -0.52
H -1.8177 1.2166 -0.8277  0.23
O -1.8215 -0.8505 -0.3162  -0.41
C 0.6310 -0.2549 -0.4304  -0.45
H 1.5631 -1.0591 -0.6044  0.17
C 1.8711 0.1452 0.2410  -0.16
C -1.8398 0.5237 0.0157  -0.42
H -0.5939 -0.6270 1.3981  0.38
H 2.5623 0.5491 -0.5307  0.36

Forces on atoms 1 to 6 (eV/Å):
H 0.18 0.64 0.19
C 0.48 -0.41 0.01
H 0.34 -0.15 -0.14
O -0.05 0.47 0.27
H 0.19 -0.20 0.10
O 0.03 -0.31 -0.07

Properties
HOMO (eV): -9.7
Total charge: 0
Structure (SMILES): O=CC[C@H]1CO1
DFT total energy (Eh): -306.376137
Frontier orbital gap (eV): 10.48
Lowest unoccupied orbital energy (hartree): 0.0292



A molecular structure, C5H10O, computed with ωB97M-V/def2-TZVPD.

Each line ends with the Mulliken charge.
Element x y z (Å)
H -0.3818 -1.4982 1.1970  0.35
H -0.8120 1.1267 0.5592  0.37
H 0.8858 1.4480 -1.0151  0.34
H 2.8954 0.4322 0.0542  0.35
C 1.8965 0.1707 0.4215  -1.13
C -1.8110 1.3696 -0.1165  -0.79
C -0.9114 -1.2626 0.2678  -1.36
H 1.0468 -0.2204 -1.5339  0.33
O -1.4606 0.5539 -1.2626  -0.40
H -1.9828 -1.3790 0.4298  0.40
C -0.6092 0.1025 -0.2919  1.03
H 1.7040 0.7852 1.3074  0.33
H 1.9315 -0.8776 0.7363  0.33
H -2.6355 0.8281 0.3937  0.19
H -0.5994 -1.9924 -0.4886  0.31
C 0.8438 0.4134 -0.6581  -0.64

Forces on atoms 1 to 6 (eV/Å):
H -0.07 0.22 -0.15
H -0.25 0.96 0.12
H -0.10 -0.12 0.09
H -0.23 -0.03 0.02
C -0.03 -0.03 0.10
C 0.23 -0.41 0.45

Properties
HOMO (eV): -8.3
Total charge: 0
DFT total energy (Eh): -271.596777
Frontier orbital gap (eV): 9.14
Lowest unoccupied orbital energy (hartree): 0.0319